1.
Here is a cluster of 2 separate species, C6H16 in total at a distorted geometry from OMol25. Energies are from ωB97M-V/def2-TZVPD.

XYZ file:
```
22
Properties=species:S:1:pos:R:3
C -1.19 -2.06 2.35
C -1.91 -2.78 1.11
H -0.55 -2.70 2.94
H -0.50 -1.23 2.20
H -2.01 -1.89 3.03
H -1.51 -2.35 0.19
H -2.97 -2.71 1.03
H -1.45 -3.76 1.07
C 1.26 1.47 -0.72
C 0.75 -0.03 -0.76
C 1.54 1.85 -2.18
C 0.13 2.37 -0.12
H 2.20 1.45 -0.10
H 0.33 -0.24 0.26
H 1.66 -0.61 -0.94
H 2.38 1.30 -2.58
H 0.70 1.56 -2.83
H 1.66 2.93 -2.25
H 0.25 2.67 0.88
H 0.16 3.22 -0.88
H -0.89 1.81 -0.20
H -0.04 -0.27 -1.49
```

Calculated values
LUMO energy = 1.10 eV
SMILES = CC(C)C.CC
HOMO = -10.7 eV
multiplicity = 1
ΔE to the lowest compared entry with this formula, charge and spin = 30.1 kcal per mole
total energy = -6480.3526 eV
net charge = 0

Partial charges, Löwdin, in e:
1. C -0.144
2. C -0.128
3. H 0.041
4. H 0.040
5. H 0.049
6. H 0.038
7. H 0.045
8. H 0.055
9. C -0.460
10. C -0.109
11. C -0.118
12. C -0.082
13. H 0.133
14. H 0.053
15. H 0.071
16. H 0.069
17. H 0.081
18. H 0.068
19. H 0.041
20. H 0.078
21. H 0.100
22. H 0.078

2.
Here is a cluster of 2 separate species, C6H16 in total at a distorted geometry from OMol25. Energies are from ωB97M-V/def2-TZVPD.

XYZ file:
```
22
Properties=species:S:1:pos:R:3
C 0.68 0.86 -1.68
C 0.80 -0.63 -1.65
C 1.87 1.67 -1.28
H 0.31 1.12 -2.63
H -0.21 1.17 -1.05
H 0.85 -0.93 -2.76
H 2.35 1.24 -0.40
H 2.58 1.79 -2.01
H -0.04 -1.17 -1.34
H 1.76 -0.93 -1.19
H 1.56 2.71 -0.98
C -1.41 -0.46 1.03
C -1.38 0.33 2.34
C -0.62 -1.75 1.18
H -2.35 -0.62 0.80
H -0.93 0.05 0.23
H -1.86 -0.35 3.15
H 0.36 -1.45 1.46
H -1.05 -2.13 2.13
H -2.08 1.14 2.14
H -0.30 0.59 2.53
H -0.62 -2.31 0.30
```

Calculated values
LUMO energy (spin up / spin down) = -2.68 / -10.70 eV
HOMO (spin up / spin down) = -16.0 / -15.1 eV
multiplicity = 2
ΔE to the lowest compared entry with this formula, charge and spin = 33.7 kcal per mole
total energy = -6469.4059 eV
net charge = +1

Partial charges, Löwdin, in e:
1. C -0.235
2. C -0.044
3. C -0.043
4. H 0.133
5. H 0.182
6. H 0.163
7. H 0.095
8. H 0.077
9. H 0.046
10. H 0.116
11. H 0.129
12. C -0.266
13. C -0.064
14. C -0.030
15. H 0.075
16. H 0.078
17. H 0.130
18. H 0.080
19. H 0.126
20. H 0.085
21. H 0.106
22. H 0.060

3.
Here is a structure of composition C6H16AgF2NO10S2 at a distorted geometry from OMol25. Energies are from ωB97M-V/def2-TZVPD.

XYZ file:
```
38
Properties=species:S:1:pos:R:3
Ag -0.11 -0.16 -0.35
O -3.92 -2.28 -3.18
C -3.82 -2.16 -1.86
C -2.41 -1.91 -1.20
O -1.49 -1.14 -1.89
H -4.18 -3.09 -1.32
H -4.51 -1.32 -1.48
H -2.00 -2.95 -1.07
H -2.53 -1.58 -0.14
O 1.43 1.04 -1.72
C 2.20 1.96 -1.25
C 2.34 3.35 -2.16
O 2.45 3.24 -3.44
H 3.27 1.64 -1.14
H 1.85 2.32 -0.26
H 3.23 3.89 -1.74
H 1.44 3.94 -1.85
N 0.88 -1.89 0.64
S 2.32 -2.59 0.61
O 2.38 -3.98 0.29
O 3.26 -2.05 1.56
F 2.84 -1.91 -0.74
S 0.24 -2.75 1.90
O 0.77 -2.46 3.20
O -0.26 -4.04 1.61
F -1.10 -1.87 1.96
C 1.86 0.88 2.24
O 0.51 1.02 1.80
H 2.55 1.00 1.41
H 2.11 1.66 2.98
H 2.04 -0.10 2.69
H 0.01 1.30 2.56
C -2.13 2.50 0.17
O -2.16 1.10 0.10
H -2.10 2.83 1.22
H -1.25 2.85 -0.36
H -3.03 2.95 -0.27
H -2.97 0.76 0.48
```

Calculated values
LUMO energy (spin up / spin down) = 6.54 / 6.53 eV
HOMO (spin up / spin down) = 3.5 / 3.5 eV
multiplicity = 2
ΔE to the lowest compared entry with this formula, charge and spin = 7.0 kcal per mole
total energy = -59540.2625 eV
net charge = -3

Partial charges, Löwdin, in e:
1. Ag 0.760
2. O -0.398
3. C -0.603
4. C -0.494
5. O -0.391
6. H 0.043
7. H 0.035
8. H 0.069
9. H 0.040
10. O -0.170
11. C -0.422
12. C -0.467
13. O -0.195
14. H 0.096
15. H 0.075
16. H 0.072
17. H 0.079
18. N -0.326
19. S 0.451
20. O -0.288
21. O -0.322
22. F -0.190
23. S 0.475
24. O -0.316
25. O -0.270
26. F -0.223
27. C -0.155
28. O -0.171
29. H 0.066
30. H 0.071
31. H 0.053
32. H 0.075
33. C -0.172
34. O -0.177
35. H 0.062
36. H 0.077
37. H 0.069
38. H 0.082

4.
Here is a structure of composition C6H16B3NO6 at a distorted geometry from OMol25. Energies are from ωB97M-V/def2-TZVPD.

XYZ file:
```
32
Properties=species:S:1:pos:R:3
C 2.08 -1.52 0.30
B 2.56 -0.03 0.00
O 3.81 0.52 0.37
B 3.70 1.86 0.83
O 2.71 2.76 0.33
B 1.53 1.95 0.23
C 0.26 2.29 1.12
C -1.10 2.36 0.34
C -1.57 1.01 -0.26
C -2.38 0.13 0.76
O -1.46 -0.43 1.73
O 1.64 0.85 -0.66
H 1.01 -1.60 0.02
H 2.12 -1.76 1.38
H 2.65 -2.28 -0.27
H 4.41 2.29 1.68
H 0.44 3.31 1.54
H 0.15 1.64 2.01
H -1.09 3.18 -0.41
H -1.87 2.67 1.08
H -2.25 1.21 -1.11
H -0.77 0.37 -0.65
H -2.84 -0.68 0.17
H -3.11 0.75 1.30
H -1.66 0.05 2.53
C -0.83 -3.40 -2.28
N -1.85 -2.45 -1.77
O -1.86 -1.33 -2.23
O -2.61 -2.87 -0.93
H -0.23 -2.89 -3.02
H -0.22 -3.71 -1.43
H -1.35 -4.25 -2.71
```

Calculated values
LUMO energy = 0.28 eV
HOMO = -9.8 eV
multiplicity = 1
total energy = -22289.1502 eV
net charge = 0

Partial charges, Löwdin, in e:
1. C 0.040
2. B -0.495
3. O 0.216
4. B -0.259
5. O 0.202
6. B -0.483
7. C -0.059
8. C -0.186
9. C -0.185
10. C -0.229
11. O -0.079
12. O 0.234
13. H 0.056
14. H 0.081
15. H 0.073
16. H 0.112
17. H 0.114
18. H 0.114
19. H 0.114
20. H 0.108
21. H 0.114
22. H 0.091
23. H 0.085
24. H 0.117
25. H 0.066
26. C 0.047
27. N -0.441
28. O 0.069
29. O 0.070
30. H 0.096
31. H 0.097
32. H 0.100

5.
Here is a structure of composition C6H16BaCl2NO4P3 at a distorted geometry from OMol25. Energies are from ωB97M-V/def2-TZVPD.

XYZ file:
```
33
Properties=species:S:1:pos:R:3
C 0.04 3.64 0.63
C -0.91 2.57 -0.24
C 0.08 1.71 -1.23
C -0.46 0.15 -1.50
P 0.30 -1.10 -0.27
C 1.03 -0.34 1.36
C 1.47 -1.47 2.46
O 1.52 -2.79 2.28
Cl 2.02 -0.80 4.15
P 2.29 -0.86 -1.23
O 2.22 -1.68 -2.79
Cl 3.73 -1.99 -0.12
P -1.61 -1.59 0.66
N -2.12 -0.42 1.66
O -2.93 -1.81 -0.51
O -1.39 -3.13 1.48
H -0.69 4.44 1.10
H 0.83 4.09 -0.11
H 0.51 3.03 1.52
H -1.41 1.88 0.56
H -1.79 3.13 -0.80
H 0.11 2.28 -2.26
H 1.15 1.75 -0.77
H -1.63 0.22 -1.49
H -0.03 -0.12 -2.59
H 0.46 -2.53 -0.55
H 2.04 0.19 1.01
H 0.35 0.52 1.78
H 2.35 -2.67 -2.62
H -2.15 -0.90 2.61
H -3.47 -0.94 -0.54
H -1.56 -3.85 0.78
Ba -0.38 -0.58 -4.42
```

Calculated values
LUMO energy = -8.65 eV
HOMO = -13.9 eV
multiplicity = 1
total energy = -69745.1640 eV
net charge = +2

Partial charges, Löwdin, in e:
1. C -0.108
2. C -0.245
3. C -0.243
4. C -0.466
5. P 0.509
6. C -0.328
7. C -0.626
8. O -0.084
9. Cl 0.594
10. P 0.444
11. O -0.523
12. Cl 0.264
13. P 0.563
14. N -0.221
15. O -0.301
16. O -0.232
17. H 0.103
18. H 0.091
19. H 0.083
20. H 0.083
21. H 0.126
22. H 0.118
23. H 0.092
24. H 0.099
25. H -0.238
26. H 0.012
27. H 0.079
28. H 0.101
29. H 0.076
30. H 0.033
31. H 0.088
32. H 0.099
33. Ba 1.959

6.
Here is a structure of composition C6H16CdIO2 at a distorted geometry from OMol25. Energies are from ωB97M-V/def2-TZVPD.

XYZ file:
```
26
Properties=species:S:1:pos:R:3
Cd 0.75 -1.01 -3.32
I 0.10 -0.47 -1.45
C -1.70 3.03 -0.92
C -2.10 2.05 0.13
C -3.19 1.04 -0.23
O -0.96 1.31 0.54
H -2.61 3.43 -1.37
H -1.17 2.47 -1.69
H -1.11 3.88 -0.57
H -2.43 2.65 0.98
H -4.19 1.44 -0.39
H -3.31 0.17 0.41
H -2.89 0.51 -1.13
H -0.61 0.81 -0.20
C 2.98 -2.38 -0.09
C 2.00 -2.24 1.08
C 1.87 -0.80 1.62
O 0.74 -2.62 0.59
H 3.97 -1.96 0.11
H 2.63 -1.78 -0.93
H 3.01 -3.44 -0.33
H 2.35 -2.99 1.79
H 1.69 -0.12 0.78
H 2.80 -0.48 2.09
H 1.02 -0.68 2.29
H 0.37 -1.82 0.22
```

Calculated values
LUMO energy = -7.52 eV
HOMO = -13.0 eV
multiplicity = 1
ΔE to the lowest compared entry with this formula, charge and spin = 101.0 kcal per mole
total energy = -23228.4103 eV
net charge = +1

Partial charges, Löwdin, in e:
1. Cd 0.958
2. I 0.822
3. C -0.054
4. C -0.493
5. C -0.052
6. O -0.145
7. H 0.092
8. H 0.051
9. H 0.094
10. H 0.147
11. H 0.088
12. H 0.085
13. H 0.041
14. H -0.251
15. C -0.074
16. C -0.488
17. C -0.054
18. O -0.127
19. H 0.085
20. H -0.020
21. H 0.087
22. H 0.144
23. H 0.012
24. H 0.091
25. H 0.095
26. H -0.136

net charge of number 1 (C6H16)? 0